[1]
The following is a DFT calculation (ωB97M-V/def2-TZVPD) of a 5-piece molecular cluster, C18H43N5O6PS overall.

Each line ends with the Mulliken charge.
Atoms and positions in Å:
C 2.940 -3.122 -0.964  -1.343
C 1.945 -3.862 -1.859  -0.474
C 0.550 -3.848 -1.302  -0.791
O -0.130 -2.673 -1.870  -0.126
S -0.758 -1.673 -0.784  0.325
C -2.576 -1.806 -0.965  -0.360
C -2.867 -2.820 -2.058  -0.164
N -3.101 -2.533 -3.236  -0.552
P -0.315 0.329 -1.490  0.331
C 0.115 -0.002 -3.225  -0.924
O 1.072 0.699 -0.731  -0.386
H 2.469 -2.639 -0.121  0.326
H 3.659 -3.828 -0.605  0.301
H 3.501 -2.402 -1.537  0.407
H 2.236 -4.871 -2.101  0.444
H 1.878 -3.338 -2.803  0.403
H 0.030 -4.727 -1.644  0.290
H 0.554 -3.835 -0.223  0.678
H -3.002 -2.147 -0.035  0.421
H -2.947 -0.835 -1.237  0.177
H -2.850 -3.849 -1.734  0.453
H -3.080 -1.522 -3.372  0.241
H -0.710 -0.454 -3.753  0.322
H 0.401 0.915 -3.719  0.402
H 0.963 -0.670 -3.268  0.276
H 1.560 -0.130 -0.564  0.302
C 2.469 -5.793 2.080  0.072
O 2.590 -5.272 0.981  -0.545
N 1.466 -6.607 2.439  0.098
C 1.387 -7.197 3.764  -0.922
C 0.429 -6.909 1.468  -0.797
H 3.204 -5.633 2.884  0.294
H 1.400 -8.285 3.688  0.344
H 0.464 -6.887 4.257  0.342
H 2.233 -6.877 4.367  0.290
H 0.867 -7.380 0.588  0.299
H -0.066 -5.988 1.153  0.139
H -0.303 -7.579 1.911  0.389
C 4.295 1.758 -1.060  0.467
O 4.936 0.723 -1.011  -0.656
N 4.790 2.986 -0.847  0.076
C 3.964 4.176 -0.920  -0.895
C 6.205 3.121 -0.532  -0.947
H 3.217 1.761 -1.298  0.023
H 4.344 4.848 -1.692  0.345
H 3.974 4.698 0.039  0.344
H 2.938 3.907 -1.163  0.281
H 6.807 2.714 -1.345  0.296
H 6.438 2.564 0.375  0.297
H 6.448 4.170 -0.389  0.382
C -5.588 2.252 0.532  0.035
O -5.156 2.248 1.668  -0.561
N -4.833 2.448 -0.568  0.223
C -5.390 2.429 -1.906  -0.877
C -3.411 2.690 -0.387  -0.865
H -6.654 2.080 0.303  0.261
H -4.916 1.643 -2.501  0.250
H -5.223 3.389 -2.396  0.323
H -6.460 2.238 -1.864  0.321
H -2.960 1.841 0.133  0.156
H -3.264 3.584 0.219  0.308
H -2.929 2.827 -1.351  0.394
C -2.092 6.368 1.528  0.110
O -1.931 5.884 0.421  -0.581
N -1.659 5.822 2.676  0.140
C -1.884 6.451 3.964  -0.932
C -0.944 4.560 2.620  -0.864
H -2.625 7.322 1.678  0.299
H -0.929 6.666 4.447  0.337
H -2.465 5.788 4.607  0.343
H -2.430 7.382 3.836  0.296
H -0.047 4.666 2.008  0.323
H -1.577 3.793 2.171  0.184
H -0.663 4.254 3.625  0.377

Net charge: +1
Kohn-Sham gap in eV: 7.4829
2S+1: 1
LUMO level in Ha: -0.1307
Relative energy (zero: lowest compared OMol25 entry of this formula, charge and spin) in kcal per mole: 0.0
Highest occupied orbital energy in eV: -11.040
Total energy in Eh: -2176.115325

[2]
The following is a DFT calculation (ωB97M-V/def2-TZVPD) of C35H32GeN4OPtS2 as an isolated structure.

Each line ends with the Mulliken charge.
Atoms and positions in Å:
Pt -1.501 1.255 -0.533  0.898
O -2.801 2.672 -1.570  -0.738
N -4.106 2.513 -1.397  0.306
C -4.835 2.457 -2.530  -0.152
C -6.198 2.357 -2.533  -0.803
C -6.846 2.293 -1.291  -0.012
C -6.105 2.333 -0.149  -0.834
C -4.681 2.440 -0.138  0.343
S -3.754 2.476 1.268  -0.417
H -4.228 2.501 -3.422  0.408
H -6.729 2.313 -3.473  0.353
H -7.926 2.209 -1.237  0.325
H -6.574 2.285 0.823  0.332
C -3.147 -2.370 3.593  -1.645
C -2.345 -2.516 2.335  1.057
C -1.912 -3.714 1.853  -1.032
C -1.097 -3.684 0.658  1.255
N -0.855 -2.633 -0.033  -0.564
C -1.440 -1.353 0.339  0.754
S -2.711 -0.718 -0.851  -0.715
N -2.042 -1.393 1.690  0.155
C -0.436 -4.964 0.219  -1.704
H -3.090 -3.280 4.190  0.386
H -4.194 -2.171 3.354  0.299
H -2.778 -1.531 4.186  0.388
H -2.099 -4.633 2.391  0.277
H -2.439 -0.507 1.973  0.183
H 0.200 -5.355 1.020  0.300
H 0.172 -4.770 -0.663  0.286
H -1.185 -5.727 -0.016  0.466
C 1.408 5.199 0.040  -0.505
C 0.720 4.602 1.143  -0.756
C -0.030 3.479 0.975  -0.155
N -0.185 2.840 -0.240  -0.407
C 0.442 3.438 -1.321  0.039
C 1.215 4.557 -1.216  -0.891
H 2.018 6.086 0.149  0.346
H 0.793 5.026 2.140  0.360
H -0.556 3.024 1.804  0.378
H 0.278 2.962 -2.279  0.321
H 1.679 4.946 -2.118  0.352
C -0.476 -0.184 0.250  -0.692
Ge 1.351 -0.611 -0.129  1.661
C 1.666 -1.056 -2.009  0.181
C 1.111 -0.197 -2.962  -0.389
C 1.277 -0.438 -4.321  -0.780
C 1.993 -1.548 -4.752  -0.498
C 2.532 -2.421 -3.818  -0.612
C 2.366 -2.176 -2.458  -0.348
C 2.530 0.922 0.248  -0.287
C 2.602 1.403 1.558  -0.153
C 3.415 2.480 1.885  -0.756
C 4.174 3.102 0.900  -0.325
C 4.114 2.638 -0.405  -0.723
C 3.301 1.556 -0.725  -0.101
C 2.119 -1.990 1.061  0.104
C 3.403 -2.508 0.882  -0.444
C 3.954 -3.412 1.786  -0.686
C 3.229 -3.808 2.901  -0.458
C 1.957 -3.291 3.107  -0.549
C 1.411 -2.391 2.196  -0.427
H 0.519 0.651 -2.629  0.182
H 0.833 0.237 -5.044  0.408
H 2.119 -1.738 -5.813  0.326
H 3.077 -3.300 -4.148  0.372
H 2.770 -2.883 -1.743  0.298
H 1.996 0.942 2.333  0.353
H 3.437 2.852 2.903  0.345
H 4.783 3.965 1.144  0.352
H 4.682 3.135 -1.184  0.356
H 3.253 1.213 -1.753  0.265
H 4.000 -2.187 0.035  0.366
H 4.954 -3.800 1.623  0.369
H 3.655 -4.511 3.608  0.351
H 1.382 -3.592 3.976  0.388
H 0.410 -2.001 2.361  0.314

Net charge: -2
Kohn-Sham gap (alpha / beta) in eV: 3.1762 / 5.7435
2S+1: 3
LUMO level (alpha / beta) in Ha: 0.1649 / 0.1648
Relative energy (zero: lowest compared OMol25 entry of this formula, charge and spin) in kcal per mole: 0.0
Highest occupied orbital energy (alpha / beta) in eV: 1.310 / -1.260
Total energy in Eh: -4639.725519

[3]
The following is a DFT calculation (ωB97M-V/def2-TZVPD) of a 2-piece molecular cluster, C5H10NO overall.

Each line ends with the Mulliken charge.
Atoms and positions in Å:
C -2.209 -0.072 0.476  1.212
C -1.059 -0.015 0.091  -0.523
C -3.555 -0.172 0.927  -1.311
C 2.572 -0.434 -0.460  -0.945
C 0.221 0.276 -0.350  -0.265
N 1.379 -0.226 0.385  -0.122
O 0.530 2.157 0.402  -0.654
H -3.606 -0.683 1.890  0.328
H -3.964 0.835 1.043  0.326
H -4.164 -0.701 0.190  0.328
H 2.313 -1.033 -1.330  0.379
H 2.952 0.532 -0.792  0.352
H 3.349 -0.948 0.098  0.373
H 0.394 0.506 -1.392  0.412
H 1.564 0.531 1.076  0.415
H 1.135 -1.083 0.898  0.403
H -0.122 2.763 0.058  0.291

Net charge: +1
Kohn-Sham gap (alpha / beta) in eV: 8.7379 / 8.7324
2S+1: 1
LUMO level (alpha / beta) in Ha: -0.1888 / -0.1888
Relative energy (zero: lowest compared OMol25 entry of this formula, charge and spin) in kcal per mole: 108.3
Highest occupied orbital energy (alpha / beta) in eV: -13.876 / -13.869
Total energy in Eh: -326.109205

| no. | M (g/mol) |
| --- | --- |
| 1 | 488.61 |
| 2 | 856.49 |
| 3 | 100.14 |